Below is a cluster of 2 separate species, C8H15O2 in total at a distorted geometry, with properties calculated with wB97M-V/def2-TZVPD.

Values from the calculation:
- total charge = +1
- HOMO energy (eV) = -12.846
- E_tot (eV) = -12624.7986
- relative energy (zero: lowest compared OMol25 entry of this formula, charge and spin) (eV) = 1.398

Each atom is followed by the atoms it is bonded to, with distances in Å.
Cartesian coordinates (Å):
1 C 2.21597 1.01680 0.10088  C5 1.455, O9 1.162, O10 1.388
2 C -1.56892 1.32306 0.16485  C3 1.359, H11 1.086, H12 1.066
3 C -2.69225 0.56145 0.23015  C2 1.359, C6 1.447, H13 1.118
4 C 0.87125 -1.02737 0.09518  C7 1.462, C8 1.434, O10 1.307
5 C 2.89152 1.75119 1.15974  C1 1.455, H14 1.169, H15 1.124, H16 1.111
6 C -3.36131 -0.03256 -0.90684  C3 1.447, H17 1.139, H18 1.102, H19 1.171
7 C 0.86365 -1.10206 -1.36480  C4 1.462, H20 1.108, H21 1.085, H22 1.135
8 C 0.43687 -2.10732 0.93345  C4 1.434, H23 1.117, H24 1.104, H25 1.040
9 O 2.21669 1.30201 -1.02553  C1 1.162
10 O 1.31136 0.09280 0.60486  C1 1.388, C4 1.307
11 H -1.12988 1.30801 -0.82812  C2 1.086
12 H -1.21497 1.87958 1.00248  C2 1.066
13 H -3.34268 0.62305 1.13711  C3 1.118
14 H 3.90736 2.16996 0.76116  C5 1.169
15 H 3.03693 1.07269 2.04360  C5 1.124
16 H 2.28837 2.64630 1.42195  C5 1.111
17 H -2.72437 0.09806 -1.84161  C6 1.139
18 H -4.36100 0.35961 -1.15488  C6 1.102
19 H -3.36422 -1.19815 -0.78972  C6 1.171
20 H 1.89509 -1.38938 -1.64907  C7 1.108
21 H 0.52415 -0.16046 -1.78288  C7 1.085
22 H 0.38769 -2.06041 -1.74375  C7 1.135
23 H 0.34782 -1.86498 2.01989  C8 1.117
24 H 1.12524 -2.93018 0.67194  C8 1.104
25 H -0.56036 -2.33166 0.73996  C8 1.040

Below is the molecule C4H6N2S at a distorted geometry, with properties calculated with wB97M-V/def2-TZVPD.

Values from the calculation:
- total charge = 0
- SMILES string = C=C/N=C\NC=S
- HOMO energy (eV) = -8.919
- E_tot (eV) = -18059.0155
- relative energy (zero: lowest compared OMol25 entry of this formula, charge and spin) (eV) = 1.958

Each atom is followed by the atoms it is bonded to, with distances in Å.
Cartesian coordinates (Å):
1 C 1.53221 -1.51337 -0.30531  C2 1.324, H8 1.087, H9 1.096
2 C 1.43879 -0.42094 0.43616  C1 1.324, N3 1.394, H10 1.071
3 N 1.22732 0.88763 0.00464  C2 1.394, C4 1.272
4 C 0.13437 1.52400 -0.12931  N3 1.272, N5 1.415, H11 1.121
5 N -1.21841 1.11371 -0.06182  C4 1.415, C6 1.336, H12 1.048
6 C -1.71104 -0.12616 0.01021  N5 1.336, S7 1.649, H13 1.085
7 S -3.32702 -0.45521 0.04097  C6 1.649
8 H 1.17137 -1.47278 -1.32990  C1 1.087
9 H 1.75186 -2.52661 0.04965  C1 1.096
10 H 1.60225 -0.59215 1.48097  C2 1.071
11 H 0.28686 2.62006 -0.30561  C4 1.121
12 H -1.94962 1.84992 0.08262  N5 1.048
13 H -0.93896 -0.88810 0.02672  C6 1.085

Below is a cluster of 2 separate species, C8H8F3NO in total at a distorted geometry, with properties calculated with wB97M-V/def2-TZVPD.

Values from the calculation:
- total charge = 0
- HOMO energy (eV) = -9.383
- E_tot (eV) = -20110.7549
- relative energy (zero: lowest compared OMol25 entry of this formula, charge and spin) (eV) = 2.390

Each atom is followed by the atoms it is bonded to, with distances in Å.
Cartesian coordinates (Å):
1 C -2.77315 -0.19183 -0.96826  C2 1.531, H11 1.304, H12 1.215, N17 1.725
2 C -1.31786 -0.41740 -0.54884  C1 1.531, C3 1.393, C8 1.392
3 C -0.43158 0.54458 -1.02717  C2 1.393, C4 1.472, H13 1.054
4 C 0.99528 0.54017 -0.66446  C3 1.472, C5 1.395, H14 1.196
5 C 1.44837 -0.36335 0.29642  C4 1.395, C7 1.392, O18 1.433
6 C 3.57947 0.55119 0.83774  O18 1.320, F19 1.264, F20 1.426, F21 1.341
7 C 0.49568 -1.32795 0.61130  C5 1.392, C8 1.456, H15 1.196
8 C -0.89648 -1.49908 0.21961  C2 1.392, C7 1.456, H16 1.077
9 H -3.92314 0.13124 0.43307  N17 1.137
10 H -2.41380 1.63793 0.66912  no bonds
11 H -3.60853 -1.18296 -0.82550  C1 1.304
12 H -2.72269 0.00050 -2.16730  C1 1.215
13 H -0.74524 1.45514 -1.45667  C3 1.054
14 H 1.73346 1.40824 -1.02894  C4 1.196
15 H 0.89838 -2.10174 1.42889  C7 1.196
16 H -1.51335 -2.35450 0.43915  C8 1.077
17 N -3.46589 1.06997 -0.01815  C1 1.725, H9 1.137
18 O 2.64705 -0.35042 1.08146  C5 1.433, C6 1.320
19 F 4.04306 0.61027 -0.33675  C6 1.264
20 F 4.62215 0.06852 1.68291  C6 1.426
21 F 3.34882 1.77150 1.34236  C6 1.341

Below is a cluster of 3 separate species, C5H16O2 in total at a distorted geometry, with properties calculated with wB97M-V/def2-TZVPD.

Values from the calculation:
- total charge = 0
- SMILES string = CCCCC.O.O
- HOMO energy (eV) = -10.661
- E_tot (eV) = -9538.4181
- relative energy (zero: lowest compared OMol25 entry of this formula, charge and spin) (eV) = 1.412

Each atom is followed by the atoms it is bonded to, with distances in Å.
Cartesian coordinates (Å):
1 C 1.21303 -4.36046 0.94642  C2 1.526, H6 1.134, H7 1.095, H8 1.087
2 C 0.13185 -3.41427 0.43103  C1 1.526, C3 1.537, H9 1.099, H10 1.102
3 C 0.38198 -2.74211 -0.92788  C2 1.537, C4 1.585, H11 1.083, H12 1.087
4 C -0.33199 -1.33196 -1.04064  C3 1.585, C5 1.592, H13 1.087, H14 1.119
5 C -1.33875 -0.87368 0.10490  C4 1.592, H15 1.085, H16 1.101, H17 1.090
6 H 1.03469 -5.46321 1.14173  C1 1.134
7 H 2.08958 -4.39375 0.29132  C1 1.095
8 H 1.52185 -4.05326 1.94181  C1 1.087
9 H -0.82911 -3.93769 0.32866  C2 1.099
10 H -0.16290 -2.79150 1.29047  C2 1.102
11 H 1.44375 -2.52900 -0.94012  C3 1.083
12 H 0.09476 -3.52496 -1.62576  C3 1.087
13 H 0.38384 -0.52492 -1.17026  C4 1.087
14 H -1.01610 -1.37866 -1.92499  C4 1.119
15 H -2.17758 -1.54856 0.23823  C5 1.085
16 H -0.67708 -0.70994 0.96961  C5 1.101
17 H -1.80265 0.04556 -0.25180  C5 1.090
18 O -1.62525 4.96269 1.99134  H19 0.966, H20 0.957
19 H -1.86199 5.89872 1.94858  O18 0.966
20 H -0.90251 4.79221 1.38740  O18 0.957
21 O 1.65725 5.61837 -1.60824  H22 0.961, H23 0.962
22 H 1.22961 5.08556 -2.28443  O21 0.961
23 H 0.97176 6.26623 -1.41762  O21 0.962

Below is the molecule C2H8Br2Si3 at a distorted geometry, with properties calculated with wB97M-V/def2-TZVPD.

Values from the calculation:
- total charge = 0
- HOMO energy (spin up / spin down) (eV) = -8.853 / -7.327
- E_tot (eV) = -165920.1775
- relative energy (zero: lowest compared OMol25 entry of this formula, charge and spin) (eV) = 3.328

Each atom is followed by the atoms it is bonded to, with distances in Å.
Cartesian coordinates (Å):
1 C 0.20299 -0.96526 -1.51350  Si3 1.851, H8 1.037, H9 1.065
2 C 0.11916 0.59997 1.43546  Si3 2.140, Si5 1.838, H10 1.093, H11 1.152
3 Si 1.25020 -0.32941 -0.12542  C1 1.851, C2 2.140, H12 1.576, H13 1.489
4 Si -2.71473 0.45689 -0.64902  Si5 2.331, Br6 2.181, H14 1.454
5 Si -1.37988 1.53558 0.92802  C2 1.838, Si4 2.331, Br7 2.268, H15 1.482
6 Br -3.95484 -1.18422 0.07497  Si4 2.181
7 Br -0.82706 3.34408 -0.32338  Si5 2.268
8 H -0.01362 -0.53777 -2.43276  C1 1.037
9 H 0.11314 -2.02602 -1.52435  C1 1.065
10 H -0.07593 -0.25742 2.08523  C2 1.093
11 H 0.53729 1.51426 1.99728  C2 1.152
12 H 1.80409 -1.72234 0.36159  Si3 1.576
13 H 2.38434 0.60551 -0.36186  Si3 1.489
14 H -3.28376 0.90573 -1.90916  Si4 1.454
15 H -2.19356 2.20343 1.97127  Si5 1.482